Entry 1:
{
  "formula": "C5H8BrCl",
  "method": "ωB97M-V with the def2-TZVPD basis set",
  "species": ["H", "C", "C", "H", "C", "H", "H", "C", "Br", "H", "H", "H", "H", "Cl", "C"],
  "coordinates": [[-1.18, 1.63, -0.44], [-0.33, -0.10, 0.38], [0.47, 0.55, 1.36], [0.42, -1.82, -0.50], [0.08, 0.82, -2.14], [-1.15, -1.95, 0.53], [1.40, 0.13, 1.42], [-0.93, 0.58, -0.77], [1.64, 1.89, -1.41], [-1.88, 0.30, -1.22], [0.14, 0.40, 2.45], [0.25, -1.76, 1.35], [0.46, 1.62, 1.15], [0.78, -0.74, -2.53], [-0.18, -1.55, 0.37]],
  "lowdin_charge": [0.110, -0.361, -0.110, 0.029, -0.834, 0.091, 0.058, -0.289, 0.497, 0.097, 0.136, 0.086, 0.055, 0.507, -0.073],
  "lumo_ev": [-1.4, -0.5],
  "total_charge": 0,
  "relative_energy_ev": 3.2404,
  "energy_ev": -87875.225,
  "spin_multiplicity": 1
}

=====

Entry 2:
{
  "formula": "C23H47CuO22V",
  "method": "ωB97M-V with the def2-TZVPD basis set",
  "species": ["H", "H", "C", "H", "C", "H", "H", "H", "O", "C", "H", "C", "H", "O", "C", "O", "C", "H", "O", "H", "O", "H", "H", "H", "V", "C", "C", "H", "H", "H", "H", "C", "O", "H", "H", "O", "H", "O", "C", "C", "O", "H", "O", "H", "H", "O", "C", "H", "H", "C", "O", "H", "H", "C", "O", "H", "C", "H", "H", "O", "H", "O", "O", "C", "C", "H", "H", "C", "H", "H", "Cu", "H", "O", "C", "H", "H", "C", "C", "H", "H", "H", "H", "O", "C", "H", "H", "H", "O", "O", "O", "O", "H", "H", "C"],
  "coordinates": [[1.09, 1.82, -2.17], [-1.53, 3.12, -5.82], [3.13, -1.19, 4.32], [-2.63, -2.66, 3.37], [-0.47, -0.96, 5.06], [-0.12, -2.77, -0.23], [0.71, 0.68, 0.13], [0.17, -0.04, 7.49], [4.58, -1.92, 1.20], [-1.32, 4.62, -0.75], [-2.30, 5.40, -3.61], [-3.36, 0.91, -2.55], [1.57, -3.03, -3.50], [-1.58, 5.40, -1.77], [-2.06, -4.10, 0.99], [-0.76, -4.27, 1.15], [1.90, -3.54, -2.60], [1.46, 0.37, 6.48], [2.82, -2.68, -1.91], [-4.36, -6.02, 2.16], [-2.58, -3.09, 0.60], [1.69, -0.96, 7.51], [1.03, -3.73, -1.99], [1.11, -3.71, 0.59], [-2.84, 1.99, 0.63], [-2.36, -1.15, -1.97], [0.13, -3.26, 0.71], [1.23, 1.01, 2.50], [-2.62, -2.19, -2.14], [-2.71, 0.93, -5.20], [-4.19, 0.18, -4.92], [4.11, -3.24, 1.07], [1.76, -0.84, -2.73], [4.34, -3.68, 0.10], [-4.45, -4.15, 1.97], [-3.04, -0.32, -2.89], [-0.61, 3.98, -7.05], [4.47, 0.03, 2.23], [-3.73, 1.17, -4.90], [4.25, -1.14, 2.23], [-0.71, 0.20, 4.78], [-0.38, 4.63, 1.78], [-2.08, 3.73, -0.40], [-1.44, 4.90, -5.73], [-1.27, -1.12, -2.10], [1.60, 3.04, -3.77], [1.08, -0.01, 2.11], [-2.55, -0.90, -0.93], [3.07, -1.86, 5.17], [-0.90, 3.99, -6.01], [-0.15, 4.96, -0.26], [3.80, -0.42, 4.71], [2.03, -0.42, 1.77], [1.79, 2.62, -2.41], [-3.69, 1.66, -3.55], [2.67, 1.02, -0.70], [3.53, 0.65, -1.25], [1.27, 4.54, 1.14], [-4.20, 1.86, -5.58], [3.72, -1.84, 3.22], [0.23, -2.54, 1.53], [0.38, -1.42, 5.93], [-0.63, 2.57, -3.65], [2.62, -1.38, -2.09], [-2.68, 5.05, -2.66], [-0.16, -0.81, 0.56], [-2.93, 4.00, -2.59], [-4.08, -5.11, 1.63], [3.55, 1.11, -2.24], [-3.50, 5.73, -2.44], [-0.48, 1.97, 3.28], [-2.64, -0.94, 3.79], [-2.67, -5.19, 1.43], [-2.02, -1.78, 3.49], [4.61, -3.84, 1.83], [2.80, 2.23, -2.35], [0.23, 4.28, 0.94], [0.33, 3.09, -4.18], [0.63, -0.59, 2.91], [-1.54, -1.50, 2.54], [-4.57, -5.22, 0.66], [2.41, -4.45, -2.92], [-3.17, 1.39, -1.45], [0.94, -0.51, 6.87], [1.58, 3.47, -1.77], [2.16, -0.85, 3.95], [4.42, 0.97, -0.72], [-0.98, -2.01, 4.44], [0.28, 3.88, -5.22], [-1.07, 0.89, 1.17], [3.53, -0.75, -1.38], [3.02, -3.33, 1.17], [0.13, 3.20, 0.82], [0.11, 0.20, 0.91]],
  "mulliken_spin": [-0.001, 0.000, 0.000, 0.000, 0.000, 0.000, -0.028, 0.000, 0.000, 0.006, 0.000, 0.003, 0.000, 0.003, 0.000, 0.000, 0.000, 0.000, 0.000, 0.000, -0.001, 0.000, 0.000, 0.000, 3.026, -0.003, 0.001, -0.001, 0.000, 0.000, 0.000, 0.000, 0.000, 0.000, 0.000, 0.002, 0.000, 0.000, 0.000, 0.000, 0.001, 0.000, -0.001, 0.000, -0.002, 0.000, -0.002, 0.002, 0.000, 0.000, 0.003, 0.000, 0.003, 0.000, 0.004, -0.001, 0.000, 0.000, 0.000, 0.000, 0.000, 0.000, 0.003, -0.001, -0.001, 0.009, 0.000, 0.000, 0.000, 0.000, 0.002, 0.000, 0.000, -0.001, 0.000, 0.000, 0.005, 0.000, -0.003, 0.000, 0.000, 0.000, -0.020, 0.000, 0.000, 0.000, 0.000, 0.000, 0.000, -0.069, 0.000, 0.000, 0.000, 0.058],
  "s2": 3.75,
  "lumo_ev": [-7.3, -7.3],
  "total_charge": 2,
  "relative_energy_ev": 0.8175,
  "energy_ev": -139968.199,
  "spin_multiplicity": 4
}

=====

Entry 3:
{
  "formula": "C21H31F5IrP2S",
  "method": "ωB97M-V with the def2-TZVPD basis set",
  "species": ["H", "C", "F", "H", "H", "H", "C", "H", "H", "Ir", "C", "F", "C", "C", "H", "H", "C", "H", "F", "F", "C", "H", "H", "H", "H", "C", "C", "C", "C", "C", "S", "C", "H", "C", "H", "C", "H", "H", "H", "H", "F", "H", "H", "H", "C", "C", "H", "P", "H", "H", "H", "P", "C", "H", "C", "H", "H", "H", "C", "C", "H"],
  "coordinates": [[-2.90, 0.79, -3.89], [-1.05, -3.20, -0.05], [-2.56, 0.02, 5.65], [-2.08, -2.83, 0.10], [0.97, -1.21, 3.32], [-0.87, -0.55, -1.58], [-0.48, 0.79, 4.81], [-2.04, 1.32, -5.35], [0.85, -0.96, -1.74], [-0.69, -0.25, 1.44], [-1.25, 0.23, 5.85], [2.68, 1.21, 6.66], [1.17, 2.95, 1.18], [0.10, -0.54, -1.06], [1.65, 1.00, -0.88], [-0.76, -1.72, 3.51], [-1.91, 0.79, -4.39], [1.57, -1.17, -5.64], [1.60, 1.78, 4.19], [1.17, -0.01, 8.58], [0.39, 1.46, -3.71], [-2.48, -1.18, -4.98], [-0.90, -3.99, 0.70], [0.38, -2.70, 2.50], [1.08, -2.35, -3.20], [0.86, 1.11, 5.11], [1.45, -0.74, -4.63], [0.55, -1.58, -3.77], [-0.94, 1.49, -3.49], [0.62, 0.29, 7.37], [-1.24, 1.16, 3.29], [-0.70, -0.03, 7.12], [-1.42, 2.16, -2.77], [1.87, -2.43, 0.22], [-1.73, 2.73, -0.85], [1.02, 0.73, -4.85], [-0.99, -0.65, -5.74], [-0.98, -3.65, -1.04], [0.13, 1.55, -1.55], [2.45, -0.76, -4.17], [-1.47, -0.55, 8.10], [0.89, 3.34, 2.17], [-1.41, -2.07, -3.07], [2.15, 2.43, 1.26], [0.10, -1.67, 2.81], [-0.79, -1.46, -3.74], [-1.84, 3.37, 0.82], [-0.09, 1.76, 0.64], [-2.48, 1.76, 0.44], [2.19, -2.73, -0.79], [1.23, 3.76, 0.43], [0.14, -1.87, 0.23], [-1.69, 2.48, 0.21], [1.96, 1.26, -5.07], [1.41, 0.86, 6.37], [2.00, -3.28, 0.89], [2.54, -1.63, 0.56], [1.07, 2.15, -3.20], [-1.53, -0.66, -4.77], [0.57, 0.89, -0.79], [0.43, 0.80, -5.78]],
  "mulliken_spin": [0.002, -0.076, 0.000, 0.018, 0.009, -0.196, 0.049, -0.001, 0.004, 1.770, -0.012, 0.000, 0.018, 0.636, 0.012, 0.022, 0.032, 0.047, -0.004, 0.002, 0.044, 0.001, -0.005, -0.004, 0.006, 0.016, 0.033, 0.326, 0.035, 0.014, 0.604, -0.008, 0.002, 0.015, -0.021, -0.016, 0.018, 0.011, -0.019, 0.013, 0.000, 0.005, 0.040, 0.004, 0.253, 0.245, 0.014, 0.644, -0.025, 0.002, 0.021, 0.406, 0.039, 0.005, -0.003, 0.007, -0.003, -0.005, 0.065, -0.118, 0.005],
  "s2": 8.77,
  "lumo_ev": [-6.5, -10.7],
  "total_charge": 2,
  "relative_energy_ev": 0.0000,
  "energy_ev": -68093.410,
  "spin_multiplicity": 6
}